Entry 1:
The following is a DFT calculation (ωB97M-V/def2-TZVPD) of a molecular structure, C25H18N6O8SeTi at a distorted geometry.

Cartesian coordinates (Å):
Ti -0.353 0.838 -0.779
O -3.000 -3.744 -0.594
C -1.722 -4.104 -0.798
C -1.391 -5.457 -0.725
C -0.090 -5.878 -0.948
C 0.908 -4.954 -1.236
C 0.586 -3.605 -1.300
C -0.719 -3.163 -1.098
C -1.013 -1.720 -1.175
O -0.158 -0.890 -1.704
N -2.177 -1.282 -0.739
N -2.161 0.079 -0.827
C -3.250 0.867 -1.035
C -2.923 2.036 -1.688
C -3.807 3.141 -1.906
C -3.385 4.210 -2.625
C -2.071 4.206 -3.186
C -1.253 3.140 -2.927
N -1.608 2.071 -2.189
H -3.017 -2.741 -0.582
H -2.178 -6.162 -0.482
H 0.146 -6.936 -0.890
H 1.928 -5.280 -1.402
H 1.344 -2.858 -1.503
H -4.261 0.558 -0.806
H -4.793 3.106 -1.459
H -4.033 5.067 -2.775
H -1.716 5.030 -3.793
H -0.248 3.116 -3.334
Se 1.577 2.074 2.600
C 2.672 3.517 2.758
N 3.341 4.470 2.826
O 1.653 0.264 -0.384
C 1.188 -0.283 0.642
O -0.048 -0.121 0.928
C 1.994 -1.243 1.449
C 1.450 -1.797 2.597
C 2.163 -2.755 3.304
C 3.402 -3.172 2.855
C 3.930 -2.606 1.706
C 3.245 -1.630 1.006
N 5.234 -3.073 1.220
O 5.689 -2.570 0.221
O 5.795 -3.953 1.839
H 0.473 -1.461 2.916
H 1.745 -3.186 4.204
H 3.974 -3.929 3.372
H 3.672 -1.179 0.122
O -2.877 3.097 1.617
C -1.762 3.318 1.198
C -0.994 4.622 1.434
C 0.172 4.562 0.452
C 0.062 3.155 -0.067
O 0.759 2.642 -0.980
N -1.004 2.489 0.397
H -0.643 4.617 2.467
H -1.661 5.470 1.291
H 1.150 4.719 0.904
H 0.063 5.248 -0.391

Results
Relative energy (zero: lowest compared OMol25 entry of this formula, charge and spin): 148.4 kJ/mol
Net charge: -2
2S+1: 1
Frontier orbital gap: 4.17 eV

Okay, here come the natural (NBO) numbers, in e, for every atom: 1.411 -0.722 0.422 -0.317 -0.207 -0.276 -0.161 -0.205 0.514 -0.668 -0.406 -0.334 -0.138 0.112 -0.236 -0.216 -0.396 0.074 -0.542 0.511 0.204 0.193 0.201 0.232 0.186 0.202 0.188 0.195 0.192 -0.426 0.043 -0.563 -0.615 0.791 -0.651 -0.142 -0.106 -0.225 -0.177 -0.025 -0.085 0.541 -0.379 -0.413 0.249 0.211 0.232 0.258 -0.611 0.715 -0.513 -0.523 0.737 -0.632 -0.655 0.247 0.214 0.267 0.224



Entry 2:
The following is a DFT calculation (ωB97M-V/def2-TZVPD) of a single C5H14N2O molecule at a distorted geometry.

Cartesian coordinates (Å):
C 1.895 1.426 0.265
O 0.818 0.880 1.015
C -0.259 0.292 0.255
C -1.200 -0.300 1.327
C -1.025 1.440 -0.444
N 0.223 -0.713 -0.734
C 0.975 -1.821 -0.139
N -0.827 -1.278 -1.568
H 2.693 0.685 0.176
H 2.293 2.279 0.824
H 1.607 1.773 -0.730
H -2.106 -0.739 0.898
H -1.513 0.482 2.032
H -0.697 -1.057 1.938
H -1.199 2.268 0.253
H -0.461 1.858 -1.285
H -1.996 1.112 -0.831
H 1.354 -2.485 -0.926
H 1.856 -1.462 0.403
H 0.374 -2.431 0.543
H -1.627 -1.616 -1.030
H -1.179 -0.594 -2.240

Results
SMILES string: COC(C)(C)N(C)N
Relative energy (zero: lowest compared OMol25 entry of this formula, charge and spin): 265.1 kJ/mol
Net charge: 0
2S+1: 1
Frontier orbital gap: 9.76 eV

Okay, here come the natural (NBO) numbers, in e, for every atom: -0.250 -0.557 0.420 -0.655 -0.655 -0.322 -0.422 -0.668 0.171 0.186 0.179 0.201 0.228 0.219 0.227 0.214 0.210 0.216 0.207 0.167 0.326 0.358



Entry 3:
The following is a DFT calculation (ωB97M-V/def2-TZVPD) of a molecular structure, C29H34N7PdSSi.

Cartesian coordinates (Å):
Pd -0.779 -1.021 -1.415
C 1.235 -1.060 -1.429
Si 1.845 0.519 -0.677
C 0.558 1.736 -1.336
N -0.803 1.103 -1.288
C -1.509 1.422 0.007
C -2.490 2.592 -0.098
C -1.982 3.683 -1.032
C -1.790 3.114 -2.449
C -1.617 1.590 -2.437
C 3.548 1.064 -1.242
C 3.790 1.284 -2.603
C 5.041 1.670 -3.058
C 6.084 1.839 -2.155
C 5.867 1.620 -0.802
C 4.610 1.237 -0.352
C 1.855 0.494 1.202
C 2.071 -0.685 1.918
C 2.231 -0.670 3.298
C 2.168 0.531 3.994
C 1.942 1.716 3.303
C 1.793 1.691 1.923
H 1.588 -1.958 -0.916
H 1.539 -1.141 -2.477
H 0.805 1.936 -2.383
H 0.550 2.707 -0.835
H -0.740 1.617 0.751
H -2.026 0.531 0.353
H -2.672 2.976 0.906
H -3.459 2.237 -0.464
H -1.038 4.077 -0.648
H -2.675 4.525 -1.051
H -0.944 3.592 -2.942
H -2.665 3.333 -3.065
H -1.146 1.242 -3.353
H -2.586 1.099 -2.380
H 2.990 1.148 -3.327
H 5.207 1.838 -4.116
H 7.063 2.140 -2.506
H 6.679 1.748 -0.095
H 4.456 1.072 0.710
H 2.124 -1.633 1.393
H 2.426 -1.595 3.830
H 2.309 0.546 5.068
H 1.905 2.658 3.837
H 1.646 2.632 1.398
N -4.538 -2.940 -1.723
C -5.205 -1.749 -1.567
C -4.241 -0.794 -1.480
N -3.004 -1.374 -1.591
C -3.215 -2.666 -1.728
C -2.086 -3.570 -1.794
N -0.864 -3.077 -1.756
C -0.002 -4.141 -1.750
C -0.720 -5.294 -1.801
N -2.043 -4.917 -1.829
H -4.973 -3.840 -1.823
H -6.280 -1.693 -1.538
H -4.365 0.267 -1.338
H 1.066 -4.008 -1.732
H -0.419 -6.327 -1.827
H -2.824 -5.548 -1.843
S -1.242 -2.166 1.335
C -1.171 -1.407 2.817
N -0.900 -2.158 3.941
C -0.809 -1.642 5.182
C -0.972 -0.309 5.355
C -1.227 0.441 4.187
N -1.333 -0.064 2.987
H -0.775 -3.148 3.784
H -0.603 -2.342 5.980
H -0.904 0.154 6.328
H -1.353 1.518 4.264

Results
Relative energy (zero: lowest compared OMol25 entry of this formula, charge and spin): 0.0 kJ/mol
Net charge: +1
2S+1: 1
Frontier orbital gap: 7.71 eV

Okay, here come the Mulliken numbers, in e, for every atom: 0.568 -0.952 -0.530 -0.779 0.662 0.423 -0.697 -0.739 -0.677 -0.804 0.707 -0.592 -0.729 -0.469 -0.715 -0.163 1.238 -0.476 -0.637 -0.598 -0.975 -0.033 0.304 0.614 0.646 0.100 -0.093 -0.251 0.473 0.172 0.252 0.491 0.263 0.466 0.456 0.152 0.266 0.392 0.384 0.397 0.310 0.250 0.456 0.447 0.426 0.376 -0.115 -0.980 -0.112 0.140 0.370 -0.028 0.128 -0.363 -0.777 -0.105 0.187 0.428 0.243 0.523 0.408 0.175 -0.356 -0.266 0.093 -0.112 -0.923 0.167 -0.069 0.256 0.422 0.450 0.433



Entry 4:
The following is a DFT calculation (ωB97M-V/def2-TZVPD) of a molecular structure, C47H41CuN7OS3Sb.

Cartesian coordinates (Å):
Cu -0.097 1.824 2.307
C 5.974 3.583 5.449
C 4.822 2.891 4.773
C 4.426 1.602 5.132
C 3.353 0.998 4.526
C 2.587 1.605 3.498
N 1.521 0.945 2.934
C 1.587 -0.452 2.910
C 2.740 -1.094 2.431
C 2.882 -2.464 2.426
C 1.846 -3.286 2.866
C 1.972 -4.784 2.855
C 0.670 -2.673 3.262
C 0.536 -1.286 3.304
N -0.719 -0.759 3.729
C -1.711 -1.423 4.356
C -2.795 -0.585 4.447
C -2.379 0.596 3.830
N -1.127 0.486 3.416
C 2.984 2.920 3.170
C 4.075 3.522 3.799
N 2.302 3.701 2.183
C 2.679 4.891 1.662
C 1.702 5.302 0.788
C 0.740 4.290 0.828
N 1.119 3.332 1.661
H 6.754 2.871 5.722
H 6.423 4.335 4.798
H 5.658 4.088 6.366
H 4.961 1.071 5.912
H 3.062 0.006 4.840
H 3.549 -0.466 2.076
H 3.800 -2.907 2.056
H 3.011 -5.085 2.718
H 1.618 -5.218 3.792
H 1.391 -5.227 2.044
H -0.177 -3.299 3.507
H -1.588 -2.439 4.680
H -3.755 -0.809 4.876
H -2.913 1.514 3.652
H 4.360 4.529 3.525
H 3.607 5.361 1.928
H 1.695 6.202 0.197
H -0.202 4.178 0.318
C -2.044 3.872 2.470
O -1.607 2.784 1.729
H -2.955 3.655 3.060
H -2.306 4.722 1.816
H -1.297 4.258 3.187
S 0.552 -6.168 -1.570
C -0.420 -4.841 -1.232
S -0.380 -4.023 0.287
C -1.488 -2.788 -0.280
N -1.873 -3.009 -1.505
N -1.281 -4.164 -2.018
C -1.632 -4.459 -3.368
C -1.803 -5.766 -3.809
C -2.169 -5.998 -5.128
C -2.372 -4.942 -6.003
C -2.216 -3.640 -5.548
C -1.852 -3.395 -4.235
S -1.944 -1.517 0.756
H -1.644 -6.586 -3.129
H -2.301 -7.018 -5.467
H -2.657 -5.131 -7.031
H -2.380 -2.804 -6.218
H -1.734 -2.390 -3.859
C -0.512 4.057 -5.562
C 0.645 3.579 -4.960
C 0.563 2.846 -3.785
C -0.669 2.566 -3.192
C -1.819 3.054 -3.804
C -1.743 3.794 -4.980
Sb -0.704 1.468 -1.332
C 0.269 -0.247 -2.162
C 0.223 -0.589 -3.512
C 0.859 -1.733 -3.976
C 1.563 -2.544 -3.096
C 1.640 -2.196 -1.754
C 0.993 -1.058 -1.290
C -2.748 0.906 -1.503
C -3.626 1.343 -0.515
C -4.966 0.978 -0.565
C -5.431 0.166 -1.590
C -4.557 -0.274 -2.575
C -3.223 0.103 -2.532
H -0.453 4.628 -6.480
H 1.612 3.774 -5.409
H 1.478 2.471 -3.334
H -2.790 2.846 -3.370
H -2.652 4.160 -5.443
H -0.318 0.038 -4.214
H 0.789 -2.003 -5.023
H 2.035 -3.453 -3.448
H 2.180 -2.828 -1.059
H 1.034 -0.824 -0.231
H -3.247 1.933 0.313
H -5.643 1.310 0.214
H -6.471 -0.137 -1.614
H -4.908 -0.927 -3.365
H -2.545 -0.249 -3.300

Results
Relative energy (zero: lowest compared OMol25 entry of this formula, charge and spin): 0.0 kJ/mol
Net charge: -1
2S+1: 2
Frontier orbital gap (alpha / beta): 6.58 / 6.57 eV

Mulliken population analysis, charges in e, atoms 1 to 99: -1.094 -1.608 0.258 -1.201 0.007 1.058 -0.763 -0.372 0.571 -1.043 0.642 -1.415 -0.739 1.207 0.499 -0.023 -1.174 -0.017 0.015 0.736 -0.805 0.281 0.133 -1.612 -0.150 0.427 0.389 0.364 0.276 0.365 0.464 0.573 0.336 0.382 0.344 0.238 -0.006 0.463 0.411 0.246 0.185 0.327 0.447 0.634 -1.112 0.954 0.233 0.283 0.199 -0.380 -0.020 -0.053 -0.452 -0.651 0.678 -0.242 -0.500 -0.628 -0.464 -0.910 0.439 0.157 0.385 0.370 0.390 0.406 0.530 -0.411 -0.551 -0.488 0.140 -0.382 -0.619 0.728 0.181 -0.538 -0.481 -0.593 -0.415 -0.447 0.479 -0.887 -0.411 -0.682 -0.472 -0.021 0.355 0.374 0.358 0.378 0.372 0.318 0.424 0.371 0.548 0.167 0.223 0.383 0.319